Record 1
Entry from the OMol25 dataset: a structure of composition C41H61CrN2O5S (ωB97M-V with the def2-TZVPD basis set).

Results
Total charge: -1
Kohn-Sham gap (spin up / spin down) (eV): 6.57 / 7.15
HOMO level (spin up / spin down) (hartree): -0.1535 / -0.1750
Multiplicity: 5
<S²>: 6.01
Relative energy (zero: lowest compared OMol25 entry of this formula, charge and spin) (kJ/mol): 10.54
Calculated total energy (a.u.): -3527.50030

```
111
Properties=species:S:1:pos:R:3:mulliken_spin:R:1
C 3.114 2.791 1.338 0.007
H 2.295 3.906 -6.788 0.000
H -2.939 -0.470 0.379 -0.010
H 2.529 -0.505 5.693 0.000
C -2.632 0.388 0.978 0.041
C -0.953 2.064 1.321 -0.027
C 2.837 3.662 0.110 0.001
C 4.427 0.509 5.532 0.000
H -0.234 -3.890 2.632 0.001
C 5.364 0.610 3.334 0.000
C 2.395 3.334 -5.859 0.000
H 0.762 -0.739 -3.375 0.004
C 1.494 3.921 -4.763 0.001
C -2.589 -3.425 1.236 -0.005
C 4.187 4.291 -0.287 0.001
H 6.346 2.587 5.701 0.000
H 0.908 1.271 -4.360 -0.001
H 2.216 2.335 1.750 -0.002
C 0.957 -0.447 -2.334 0.041
C -1.105 -4.438 2.985 0.001
C 1.822 1.549 -1.078 0.007
H -6.431 -3.625 0.213 0.000
O -0.563 -2.187 1.063 -0.074
H 0.917 4.380 0.847 0.000
H -2.288 -0.491 -1.706 -0.009
C -2.324 -2.303 3.489 0.002
C -3.551 -4.449 3.357 -0.001
O 0.806 -0.230 2.845 0.043
C -6.386 -3.525 -0.874 0.001
H -4.525 -6.363 -1.548 0.000
H 4.087 5.041 -1.073 0.000
H 2.302 5.358 1.356 0.000
H -6.151 -4.476 -3.375 0.000
N -0.236 -0.770 -1.510 -0.126
H -0.653 2.015 -1.146 -0.008
C -5.367 -5.791 -1.149 0.001
H 0.334 -2.764 -1.502 0.041
H -0.974 -4.618 4.057 0.000
C 1.370 0.996 -2.308 -0.040
H -1.699 2.877 1.342 0.003
C 4.263 -0.068 2.826 -0.007
H -6.300 -2.460 -1.108 0.000
H -1.336 0.425 -2.875 0.003
H -0.792 -2.355 -2.803 0.002
H 1.740 5.939 -5.487 0.000
H -4.504 -3.914 3.294 0.000
H 4.876 3.519 -0.640 0.000
S 1.813 -1.291 3.046 0.019
C 5.461 0.908 4.686 0.001
H -2.224 -2.482 4.564 0.000
H 2.934 5.484 -4.265 0.000
H -6.290 -6.169 -1.601 0.000
H -1.154 -5.404 2.473 0.000
H 1.771 -1.075 -1.961 0.041
H 7.370 1.880 4.450 0.000
C 2.128 3.619 -2.290 -0.001
H -0.285 2.864 -5.468 0.000
H -5.093 -3.065 -3.248 0.000
H -3.238 -1.723 3.322 0.000
C 0.035 3.884 -5.242 0.001
H -3.666 -5.423 2.872 0.000
H 2.422 4.661 -2.273 0.000
H -2.915 -3.142 -2.626 -0.001
H -5.417 -5.977 -0.074 0.000
C -1.584 -2.752 0.484 -0.021
H -4.487 -4.370 1.140 -0.001
C 1.638 3.101 -3.481 0.006
C -1.382 0.101 -1.829 0.037
C 6.653 1.648 5.237 0.000
H -0.628 4.280 -4.470 0.000
H -0.087 4.485 -6.149 0.000
H 6.160 0.919 2.664 0.000
C -3.898 -3.781 -0.821 0.009
C -2.401 -3.645 2.744 0.008
H -4.395 -4.683 -3.444 0.000
C -3.708 -3.887 0.562 -0.002
C -5.201 -4.116 -2.971 0.000
C 2.259 2.898 -1.099 0.004
H -2.412 1.854 -1.142 0.004
H -1.463 -1.720 3.163 0.010
N -1.385 0.952 0.480 0.000
H -7.327 -3.898 -1.292 0.000
C -1.469 1.328 -0.923 0.017
O 1.452 -2.280 4.029 0.001
C 1.878 4.787 0.524 0.000
O 1.777 0.826 0.007 0.008
H -3.440 1.138 0.966 0.005
H -0.786 1.705 2.336 0.001
H 4.494 0.729 6.593 0.000
H 4.174 -0.303 1.773 0.002
H 2.133 2.295 -6.069 0.000
H 1.269 5.855 -3.783 0.000
H 4.635 4.780 0.584 0.000
H 3.799 1.981 1.088 0.001
H -3.336 -4.623 4.414 0.000
H 3.441 3.359 -5.546 0.000
C -2.862 -3.212 -1.544 -0.002
H 3.582 3.410 2.112 0.000
C -5.190 -4.296 -1.452 0.000
H 7.166 1.059 6.001 0.000
C 1.279 1.754 -3.458 -0.005
C 1.885 5.386 -4.555 0.000
H -0.007 2.454 0.944 0.030
C -1.717 -2.726 -0.919 0.018
H 1.690 5.477 -0.304 0.000
C 3.246 -0.455 3.682 0.007
C 3.326 -0.172 5.040 0.001
O 2.222 -1.812 1.730 0.021
Cr 0.596 -0.683 0.594 3.859
C -0.573 -2.199 -1.737 0.030
H -2.486 0.040 2.000 0.001
```

---

Record 2
Entry from the OMol25 dataset: a cluster of 2 separate species, C18H28FNO6 in total in a non-equilibrium geometry (ωB97M-V with the def2-TZVPD basis set).

Results
Kohn-Sham gap (eV): 2.08
HOMO level (hartree): -0.1905
Multiplicity: 1
Relative energy (zero: lowest compared OMol25 entry of this formula, charge and spin) (kJ/mol): 680.69
Calculated total energy (a.u.): -1308.29606

```
54
Properties=species:S:1:pos:R:3:lowdin_charge:R:1
C 4.118 -2.303 2.225 -0.078
O 4.407 -1.198 0.024 -0.190
C -2.751 0.890 2.507 -0.345
H -0.851 2.775 3.145 0.127
H -2.629 -2.894 0.800 0.092
H 4.644 -3.010 2.952 0.080
C -3.567 -0.888 1.155 -0.209
F 2.404 4.223 2.365 0.021
C 3.371 1.104 0.365 -0.070
H -2.496 -0.420 -4.227 0.069
H 3.829 -1.295 2.716 0.081
H -3.951 -2.252 -5.206 0.059
H -3.808 -3.200 -3.723 0.067
C -3.335 -2.999 -4.690 -0.098
C 0.805 2.794 0.839 -0.002
H -0.608 -0.813 -0.302 0.110
C 5.151 -1.951 1.021 -0.247
H -3.104 -0.233 0.316 0.110
H 4.310 2.527 1.667 0.165
C 4.698 0.211 0.057 -0.158
C -0.442 3.752 1.119 -0.147
C -2.650 2.314 1.739 -0.068
H -2.656 -2.377 2.653 0.096
O -1.197 -3.402 -3.855 -0.199
H -1.937 4.187 2.716 0.123
C 2.203 3.101 1.490 -0.052
H -3.658 2.843 1.962 0.138
O -3.887 0.029 2.257 -0.096
H -2.317 -1.324 -2.722 0.054
H -0.883 -0.782 -3.607 0.058
H -4.502 -1.388 0.704 0.137
O -1.239 1.985 -1.458 0.045
H 5.482 -2.932 0.499 0.135
H 5.548 0.521 0.757 0.127
N 3.395 2.282 1.240 0.124
O -1.900 0.474 3.333 0.060
H 6.112 -1.452 1.389 0.118
H -0.943 3.995 0.117 0.127
C -2.520 -2.045 1.558 -0.081
H 5.047 0.498 -1.013 0.152
C 2.069 0.658 -0.351 0.104
C 0.768 1.536 -0.099 0.027
H -3.375 -3.919 -5.282 0.064
H -0.001 4.757 1.497 0.123
C -1.888 -2.491 -4.541 -0.683
H -1.445 -1.612 1.497 0.061
H 3.209 -2.800 1.714 0.093
H 2.044 -0.262 -1.036 0.142
H -1.559 -2.209 -5.557 0.110
C -1.445 3.238 2.264 -0.166
H -2.639 2.094 0.616 0.109
C -0.543 1.095 -0.873 -0.365
O -0.996 -0.246 -1.010 0.041
C -1.894 -1.186 -3.722 -0.095
```

---

Record 3
Entry from the OMol25 dataset: an isolated molecule of C5H5Cl2N in a non-equilibrium geometry (ωB97M-V with the def2-TZVPD basis set).

Results
Kohn-Sham gap (eV): 9.28
HOMO level (hartree): -0.3283
Multiplicity: 1
SMILES string: NC1C=C(Cl)C(Cl)=C1
Relative energy (zero: lowest compared OMol25 entry of this formula, charge and spin) (kJ/mol): 300.89
Calculated total energy (a.u.): -1168.55409

```
13
Properties=species:S:1:pos:R:3:lowdin_charge:R:1
H -2.326 -0.228 1.530 0.162
C 0.256 -0.735 -0.098 -0.703
H -0.931 2.299 0.964 0.188
N -3.214 -0.148 -0.430 -0.007
H -1.139 -2.290 -0.388 0.136
H -2.988 0.416 -1.413 0.158
Cl 1.737 -1.676 0.033 0.648
C -2.014 -0.137 0.429 -0.315
Cl 1.507 1.806 -0.159 0.644
C -0.951 -1.228 -0.031 -0.077
C 0.180 0.695 0.085 -0.765
H -4.036 0.338 -0.163 0.033
C -1.010 1.121 0.387 -0.101
```

---

Record 4
Entry from the OMol25 dataset: a structure of composition C5H9O8RbS in a non-equilibrium geometry (ωB97M-V with the def2-TZVPD basis set).

Results
Total charge: -2
Kohn-Sham gap (eV): 4.10
HOMO level (hartree): -0.0026
Multiplicity: 1
Relative energy (zero: lowest compared OMol25 entry of this formula, charge and spin) (kJ/mol): 0.00
Calculated total energy (a.u.): -1220.11830

```
24
Properties=species:S:1:pos:R:3:lowdin_charge:R:1
C 2.014 -0.184 -1.321 -0.093
H 3.035 -0.140 -1.717 0.125
Rb -0.281 -0.576 3.296 0.969
C 1.739 1.737 -3.017 -0.044
H 1.599 -1.166 -1.544 0.140
O 0.908 1.795 -0.778 0.084
O 0.542 -4.624 1.166 -0.489
O -1.623 -3.634 0.670 -0.457
S -0.365 -3.471 1.433 0.166
C -3.681 1.182 1.999 -0.529
H -4.187 1.569 2.939 0.018
H -4.534 0.965 1.295 0.027
H 1.988 1.116 -3.880 0.083
H 1.092 2.553 -3.335 0.079
O 0.368 -2.215 1.029 -0.566
O 2.029 0.070 0.061 0.069
C 1.239 1.123 0.347 -0.568
O -2.896 0.113 2.193 -0.478
H 2.676 2.176 -2.658 0.086
H -3.162 2.092 1.574 0.023
O 0.928 1.390 1.452 0.094
C 1.126 0.935 -1.907 -0.306
O -0.706 -3.337 2.892 -0.591
H 0.153 0.531 -2.191 0.161
```

---

Record 5
Entry from the OMol25 dataset: a cluster of 12 separate species, C24H72O12S12 in total in a non-equilibrium geometry (ωB97M-V with the def2-TZVPD basis set).

Results
Total charge: +1
Kohn-Sham gap (spin up / spin down) (eV): 8.04 / 3.03
HOMO level (spin up / spin down) (hartree): -0.3801 / -0.3801
Multiplicity: 2
<S²>: 0.76
Relative energy (zero: lowest compared OMol25 entry of this formula, charge and spin) (kJ/mol): 0.00
Calculated total energy (a.u.): -6637.91766

```
120
Properties=species:S:1:pos:R:3:mulliken_spin:R:1
H -12.951 28.143 -7.128 0.000
C -9.132 25.739 -9.848 0.003
H -17.656 27.850 -8.768 0.000
H -10.716 20.954 -3.587 0.001
H -8.297 26.142 -10.421 0.001
H -16.944 22.678 -6.240 0.000
H -12.089 21.373 -6.786 0.000
H -18.821 23.819 -1.879 0.000
O -17.166 21.993 -9.637 0.000
H -17.097 23.841 -7.554 0.000
S -13.892 22.062 -0.968 0.000
H -7.560 22.405 0.378 0.000
C -7.723 21.468 -7.738 0.056
C -12.152 31.604 -2.823 0.000
O -7.491 25.941 -7.783 0.128
H -11.121 28.812 -3.146 0.000
H -18.455 23.476 -6.622 0.000
H -17.705 28.881 -7.489 0.000
H -6.827 23.573 -0.942 0.000
H -10.088 25.959 -10.323 -0.001
H -10.199 25.779 -6.252 0.004
O -10.419 30.971 -4.727 0.000
H -8.493 22.126 -4.725 -0.001
H -17.254 24.595 -2.392 0.000
H -9.017 24.655 -9.821 -0.001
H -9.777 23.718 -0.895 0.000
C -10.553 29.308 -7.789 0.002
H -8.018 23.770 -4.647 0.001
H -13.240 29.858 -7.044 0.000
H -10.970 19.286 -3.074 0.000
H -11.606 31.070 -2.045 0.000
O -9.330 21.042 -1.315 0.001
H -12.118 20.979 0.436 0.000
H -11.261 25.929 -7.626 -0.001
S -19.510 25.611 -3.216 0.000
C -17.582 22.996 -7.065 0.000
C -12.044 29.000 -3.694 0.000
H -15.900 27.130 -4.444 0.000
H -14.331 23.086 -11.483 0.000
H -10.532 28.377 -7.222 0.000
C -17.535 27.822 -7.685 0.000
H -8.867 24.552 -2.180 0.000
C -13.322 24.231 -6.483 0.002
H -12.400 22.152 -12.443 0.000
C -10.258 25.620 -7.328 0.011
H -10.685 22.415 -11.822 0.000
H -9.102 23.319 -5.812 0.000
H -13.576 25.291 -6.504 -0.001
H -14.144 24.372 -0.591 0.000
O -11.587 23.382 -9.200 -0.001
C -13.985 23.131 -10.451 0.000
C -16.530 27.659 -5.161 0.000
H -10.367 23.676 -2.532 0.000
H -12.469 24.044 -7.136 -0.001
C -13.289 23.724 -0.400 0.000
C -18.260 24.295 -2.684 0.000
C -7.146 22.584 -0.614 0.001
H -12.938 28.942 -3.074 0.000
C -11.742 22.288 -11.585 0.000
C -13.124 29.028 -7.741 0.000
H -11.157 19.963 -7.292 0.000
S -11.932 30.711 -4.475 0.000
H -18.434 27.294 -7.365 0.000
H -19.675 20.489 -8.906 0.000
H -21.304 26.496 -1.838 0.000
O -5.746 21.792 -5.794 0.554
H -10.156 24.559 -7.556 -0.002
H -19.634 26.804 -1.051 0.000
H -9.554 29.473 -8.191 -0.001
H -12.501 20.092 -1.002 0.000
H -11.698 32.573 -3.031 0.000
S -11.953 19.497 -5.159 0.001
H -14.638 23.842 -9.944 0.000
H -6.315 21.893 -0.757 0.000
H -13.736 25.030 -2.928 0.000
C -8.180 22.958 -5.355 0.050
H -14.192 23.692 -6.857 0.000
S -12.253 23.706 -10.556 0.000
H -16.442 28.730 -4.978 0.000
H -13.994 22.118 -10.048 0.000
O -20.576 24.792 -3.814 0.000
H -13.203 31.690 -2.547 0.000
O -11.357 24.397 -4.547 0.001
S -12.777 23.781 -4.742 -0.001
H -13.059 23.759 0.665 0.000
H -17.580 27.380 -5.073 0.000
H -11.527 21.677 -0.997 0.000
H -9.696 19.683 -4.299 0.000
S -11.815 29.055 -9.047 0.000
S -8.442 22.134 -1.862 0.001
H -8.636 21.853 -8.192 0.003
C -13.907 25.047 -4.005 0.000
H -12.022 28.265 -4.498 0.000
S -17.602 21.580 -8.235 0.000
C -9.456 23.668 -1.935 0.001
H -12.512 24.247 -0.957 0.000
H -10.816 30.169 -7.175 0.001
H -14.071 28.949 -8.275 0.000
H -7.297 21.047 -8.648 -0.003
O -13.986 22.201 -2.509 0.000
H -8.000 20.641 -7.084 0.003
H -18.104 23.496 -3.409 0.000
O -11.642 27.614 -9.442 0.001
H -19.794 22.202 -8.713 0.000
S -15.952 27.200 -6.863 0.000
H -19.977 21.178 -7.282 0.000
H -14.979 24.956 -4.181 0.000
S -6.774 22.666 -6.587 0.146
C -11.335 20.654 -6.467 0.002
C -20.268 26.190 -1.692 0.000
H -10.355 21.060 -6.218 0.001
S -8.872 26.499 -8.191 0.037
O -16.011 25.704 -6.936 0.000
C -10.691 19.916 -3.919 0.000
C -19.434 21.300 -8.219 0.000
H -11.604 21.358 -11.033 0.000
O -11.508 18.132 -5.667 0.001
H -20.471 25.284 -1.120 0.000
C -12.372 21.103 -0.617 0.000
H -13.480 26.035 -4.177 0.000
```

---

Record 6
Entry from the OMol25 dataset: an isolated molecule of C3H3NO2S2 in a non-equilibrium geometry (ωB97M-V with the def2-TZVPD basis set).

Results
Kohn-Sham gap (eV): 9.12
HOMO level (hartree): -0.3605
Multiplicity: 1
SMILES string: O=C1N=CC(S)(S)O1
Relative energy (zero: lowest compared OMol25 entry of this formula, charge and spin) (kJ/mol): 154.47
Calculated total energy (a.u.): -1117.66726

```
11
Properties=species:S:1:pos:R:3:lowdin_charge:R:1
C 1.843 0.084 0.096 -0.451
S -1.474 1.148 -0.036 0.781
O 0.711 -0.130 -0.965 -0.063
C -0.364 -0.372 -0.300 -1.145
C 0.071 -0.347 1.234 -0.109
O 2.950 0.326 -0.202 0.201
S -1.334 -1.700 -1.027 0.807
H -0.617 -0.321 2.071 0.117
H -0.947 2.278 -0.414 -0.147
H -2.137 -0.934 -1.740 -0.143
N 1.298 -0.033 1.282 0.152
```